[1]
The following is a DFT calculation (the ωB97M-V functional and the def2-TZVPD basis) of a 8-piece molecular cluster, C24H52N4O16 overall.

XYZ file:
```
96
Properties=species:S:1:pos:R:3:forces:R:3
C 1.780069 -5.307559 -0.536674 -0.37 -0.28 -0.09
O 2.859829 -5.671309 0.400176 -1.67 0.46 -2.14
C 2.571999 -5.500389 1.674556 0.66 -0.05 1.60
O 1.547209 -5.129569 2.203626 1.18 -0.41 -0.76
O 3.745569 -5.832679 2.308466 0.05 -1.35 -3.56
C 3.863269 -5.549949 3.632196 -1.95 2.00 1.14
H 0.813099 -5.755519 -0.307734 0.20 -0.08 0.70
H 1.971419 -5.673699 -1.545354 0.88 -0.15 0.31
H 1.607029 -4.235499 -0.630664 0.42 0.04 0.48
H 3.232789 -6.246389 4.184976 0.58 -0.02 0.66
H 3.342129 -4.593619 3.588026 0.00 0.36 1.74
H 4.885369 -5.360529 3.960096 -0.03 -0.71 -0.21
C 1.152119 -1.035409 -0.694264 0.04 -0.96 -1.78
O 0.323589 -0.212809 0.067546 -0.44 0.74 1.15
C -0.972901 -0.099389 -0.244664 -0.40 -0.07 -1.55
O -1.514171 -0.614079 -1.212044 0.53 0.47 1.28
O -1.538111 0.744191 0.628526 -0.09 -0.15 -0.33
C -2.948331 1.071871 0.513896 0.38 0.50 0.56
H 0.978129 -0.900009 -1.761734 -0.13 0.33 -0.06
H 0.929089 -2.093539 -0.557444 0.05 -0.03 0.53
H 2.212119 -0.826859 -0.549334 -0.33 0.24 0.69
H -3.224401 1.631831 -0.379594 0.35 -0.61 -0.46
H -3.085531 1.808511 1.305506 0.04 -0.39 0.17
H -3.581101 0.204851 0.703576 0.13 0.02 -0.27
C -2.387441 0.891221 -3.991944 0.37 -0.30 1.31
O -3.436271 1.842871 -4.149554 -1.26 0.38 -2.54
C -4.077191 1.921691 -5.364604 -0.33 0.12 -1.01
O -3.838481 1.349081 -6.422614 0.09 0.70 2.43
O -5.095721 2.839181 -5.239774 0.27 -0.42 0.18
C -5.859571 3.130161 -6.435304 0.98 0.04 -0.82
H -2.795061 0.019121 -3.480704 0.01 -0.20 -0.36
H -1.744751 1.369411 -3.252764 0.22 -0.04 -0.13
H -1.778551 0.596481 -4.846634 -0.60 0.39 -0.37
H -6.341461 4.107721 -6.419084 0.03 -0.09 1.02
H -6.603461 2.377481 -6.696484 0.19 -0.20 0.37
H -5.161621 3.233471 -7.266144 0.02 -0.38 -0.09
C -1.281661 -1.265639 3.284796 0.83 1.16 0.34
O -0.104351 -2.039039 3.603636 2.79 -0.18 1.57
C 1.059989 -1.520809 4.266866 -0.26 1.89 -1.74
O 1.268409 -0.332619 4.557616 -0.87 -3.52 -0.38
O 2.037959 -2.512689 4.314306 -3.01 0.54 -0.40
C 3.269079 -2.222579 4.908246 0.74 1.30 0.78
H -1.242841 -0.312119 3.811476 -0.22 -0.09 0.25
H -2.187221 -1.824239 3.521466 0.37 -0.16 0.24
H -1.296421 -0.989129 2.230556 0.29 -0.41 0.02
H 3.848839 -3.141319 4.997066 -0.27 0.14 -0.19
H 3.184979 -1.756179 5.889826 -0.42 -0.31 0.27
H 3.816599 -1.451169 4.366706 0.09 -0.23 -0.55
C -5.846211 5.046241 4.975336 -0.25 -1.37 -0.32
N -5.228781 3.714871 5.338006 -1.21 2.66 -0.43
C -4.490961 2.986201 4.445026 -1.79 1.41 -0.52
C -4.437561 3.490191 2.984416 0.56 -0.33 0.66
O -3.986641 1.946411 4.723386 1.11 -1.81 0.57
H -6.628171 4.924561 4.225776 0.28 -0.21 -0.54
H -5.094461 5.738601 4.596386 -0.19 0.15 0.39
H -6.477461 5.432401 5.775646 0.84 0.09 0.54
H -5.494611 3.458881 6.278166 0.75 -0.82 -0.31
H -3.367831 3.495721 2.775226 0.02 0.38 -0.19
H -4.906381 4.442461 2.736456 0.12 -0.22 0.10
H -4.826711 2.680191 2.367516 -0.29 0.13 0.09
C 4.537099 1.428121 3.216916 0.20 -0.44 0.01
N 5.093059 1.111561 1.893836 -0.34 0.11 0.09
C 4.373159 1.141331 0.732636 0.28 0.22 0.60
C 5.109319 0.905921 -0.551734 -0.32 -0.74 -0.28
O 3.185989 1.430361 0.687556 -0.09 0.08 0.34
H 4.850959 2.392251 3.616966 -0.04 0.26 -0.45
H 4.935969 0.709361 3.932726 -0.18 -0.20 -0.03
H 3.448789 1.367461 3.215506 0.14 -0.03 -0.16
H 6.049049 0.786331 1.873506 -0.23 0.16 -0.20
H 4.851179 1.768221 -1.166484 0.73 0.16 -0.08
H 4.640419 0.081851 -1.089454 -0.24 -0.16 0.16
H 6.155709 0.612071 -0.469264 0.08 0.65 -0.02
C 3.180399 5.136411 -0.599624 0.51 0.53 -0.64
N 2.627099 3.860861 -1.014264 2.28 1.47 6.30
C 2.333059 3.548331 -2.190484 -3.88 -1.32 -5.86
C 1.547219 2.264081 -2.412754 1.33 -2.06 0.22
O 2.425339 4.251621 -3.195474 0.97 0.80 0.30
H 4.021289 5.414981 -1.234764 -0.19 0.15 -0.31
H 3.616809 5.109621 0.398836 -0.46 -0.39 0.12
H 2.414749 5.910521 -0.650814 0.12 0.08 0.00
H 2.665749 3.191181 -0.259184 -0.51 -0.62 -0.37
H 2.079889 1.454691 -1.913504 0.34 -0.25 0.26
H 1.626409 1.987651 -3.464144 -0.34 0.39 -0.02
H 0.547189 2.060451 -2.029914 -0.21 1.10 0.00
C -1.454871 -5.522689 -4.406504 0.07 1.00 0.62
N -0.578661 -4.350839 -4.203634 1.33 -1.29 -0.04
C -1.055191 -3.087099 -4.114614 0.66 0.03 -1.09
C -0.070111 -1.924229 -4.198144 -0.70 0.12 -0.28
O -2.241521 -2.916109 -4.132314 -1.65 0.74 0.42
H -1.822011 -5.567279 -5.431844 -0.11 0.01 0.06
H -2.275721 -5.380949 -3.703504 -0.22 -0.23 -0.31
H -0.948971 -6.453939 -4.151674 0.22 0.22 -0.05
H 0.413239 -4.495669 -4.327164 -0.20 0.14 0.03
H -0.315311 -1.192209 -3.428654 0.57 -0.47 0.67
H -0.353021 -1.300219 -5.045894 -0.04 -0.52 -0.58
H 0.967979 -2.223519 -4.342654 0.02 0.22 0.51
```
Forces are in eV/Å.

As for the SMILES: COC(=O)OC.COC(=O)OC.COC(=O)OC.COC(=O)OC.CNC(C)=O.CNC(C)=O.CNC(C)=O.CNC(C)=O. For the highest occupied orbital energy, the calculation gives -8.945 eV. The LUMO energy comes out at 0.26 eV.

***

[2]
The following is a DFT calculation (the ωB97M-V functional and the def2-TZVPD basis) of a 3-piece molecular cluster, C24H53BN4O9P overall.

XYZ file:
```
92
Properties=species:S:1:pos:R:3:forces:R:3
C 0.858670 -3.945746 1.621070 -0.46 0.50 -0.86
C 1.672633 -2.772924 1.022382 0.50 -0.58 0.73
C 2.252907 -3.004022 -0.372432 -0.10 0.77 -0.33
C 1.268209 -2.704124 -1.509486 0.71 -0.45 0.31
N 0.074894 -3.546259 -1.378732 0.10 1.24 -0.07
C -0.995945 -3.199771 -2.299848 -0.91 -1.34 1.45
C -2.199133 -4.119971 -1.877274 1.44 -1.39 -0.94
C -2.300590 -5.307659 -2.853704 -0.46 0.56 0.40
N -3.393278 -3.269077 -1.797628 0.24 0.41 -0.39
B -4.736557 -3.960229 -1.544648 -0.54 -0.73 0.00
O -4.801286 -4.715796 -0.405620 0.08 0.53 -0.17
N -5.794448 -3.892590 -2.471102 -0.46 0.94 1.28
C -7.046550 -4.468924 -1.900074 0.14 -0.22 -0.73
C -6.090654 -2.497874 -2.918928 0.89 -0.35 -0.54
C -3.101116 -2.034471 -1.952332 -0.16 -0.50 -0.63
C -1.627913 -1.804901 -2.093710 1.68 0.76 0.63
N -1.200141 -1.247242 -0.769706 -0.70 0.49 -0.33
C -1.821391 -0.302261 -0.281180 -0.36 -0.85 0.21
O -2.460603 0.475336 0.285326 0.37 0.28 -0.15
P -1.153194 -0.524997 -3.361184 -0.45 0.96 -0.72
O -2.333279 0.193733 -3.885712 -0.29 -0.27 0.15
H 1.137440 -4.186170 2.642400 0.05 -0.05 -0.01
H -0.203156 -3.690680 1.586203 -0.02 -0.10 0.21
H 0.952813 -4.816974 0.971888 0.18 -0.21 0.29
H 1.099824 -1.844972 1.070728 -0.03 0.01 -0.21
H 2.526263 -2.616214 1.687250 0.01 0.10 -0.05
H 3.070127 -2.289012 -0.510788 0.07 -0.11 -0.04
H 2.703172 -3.994028 -0.481346 -0.17 -0.10 0.11
H 1.782696 -2.837823 -2.472610 -0.11 -0.01 -0.06
H 1.017852 -1.646698 -1.413502 -0.28 -0.07 -0.08
H 0.352299 -4.511701 -1.514582 -0.14 -0.06 -0.04
H -0.672400 -3.434094 -3.318812 -0.50 0.56 -0.35
H -1.956084 -4.525478 -0.895141 -0.33 0.28 0.22
H -3.143558 -5.963156 -2.633868 -0.05 0.05 -0.11
H -1.398064 -5.905614 -2.738962 0.06 0.04 -0.07
H -2.354197 -4.917009 -3.868738 -0.14 -0.26 -0.12
H -4.422370 -4.280560 0.367830 0.25 -0.42 0.05
H -6.924160 -5.522422 -1.669152 0.15 0.05 0.19
H -7.815488 -4.406899 -2.668080 -0.06 0.07 0.07
H -7.351280 -3.908084 -1.016372 -0.14 -0.12 0.04
H -5.384137 -2.193069 -3.694422 -0.06 0.01 -0.02
H -6.006113 -1.792436 -2.086772 -0.39 0.08 -0.06
H -7.085483 -2.453353 -3.347762 -0.05 0.00 0.05
H -3.871815 -1.272502 -1.954692 0.21 0.20 0.06
H -0.379552 -1.147080 -4.366728 0.07 -0.26 0.37
H -0.273693 0.333079 -2.668138 0.20 -0.46 0.09
C 2.249599 1.280434 0.290156 0.03 -0.16 -0.13
O 3.038321 1.361072 -0.873712 0.07 0.16 0.14
C 2.689333 2.422975 -1.747274 0.01 -0.11 -0.02
C 3.909514 3.131543 -2.299350 0.08 0.00 -0.20
O 4.637918 3.897988 -1.360684 -0.05 0.05 0.03
C 5.389525 3.230858 -0.356269 -0.01 0.03 0.12
C 6.603633 2.475996 -0.851610 -0.01 -0.26 0.08
O 6.238341 1.306434 -1.569562 -0.16 0.25 -0.23
C 7.039590 1.051339 -2.703838 -0.02 -0.15 0.12
H 1.298157 0.772121 0.073890 -0.09 0.08 0.12
H 2.797904 0.693913 1.027100 -0.02 -0.06 -0.04
H 2.048438 2.266471 0.719432 -0.05 0.00 -0.03
H 2.052359 3.154528 -1.238182 0.02 -0.02 0.06
H 2.124322 2.003593 -2.592098 -0.05 0.14 -0.06
H 3.547196 3.855897 -3.033654 -0.02 0.03 0.04
H 4.555512 2.437590 -2.840250 -0.01 -0.15 0.15
H 4.752739 2.591422 0.256984 0.02 -0.15 -0.11
H 5.752791 4.030050 0.293495 0.01 0.03 -0.04
H 7.197410 2.167940 0.018089 0.07 0.19 0.03
H 7.214008 3.139497 -1.472608 -0.02 0.00 -0.03
H 7.250872 1.967480 -3.264050 0.03 0.01 0.02
H 6.485688 0.374988 -3.354928 0.01 -0.05 0.05
H 7.981286 0.570485 -2.419696 0.06 0.07 -0.07
C -0.822375 6.766597 5.088370 -0.12 0.05 -0.11
O -0.902577 5.763659 4.096790 0.14 -0.19 0.24
C 0.318699 5.498972 3.432512 -0.15 0.07 -0.08
C 0.543444 4.014056 3.235564 0.00 -0.06 -0.15
O 0.811506 3.276300 4.416274 0.05 -0.07 -0.02
C -0.233607 3.070062 5.355158 0.04 0.08 0.13
C -1.338115 2.142953 4.896936 -0.24 0.13 0.04
O -2.149323 2.742996 3.898408 0.31 -0.02 -0.17
C -2.537125 1.871209 2.866514 -0.13 0.20 0.20
H -0.862598 7.765300 4.641599 0.08 0.03 0.06
H -1.678692 6.646656 5.750998 -0.04 0.01 -0.06
H 0.090075 6.671906 5.685438 0.02 0.01 -0.02
H 1.166223 5.917201 3.985772 -0.02 0.00 0.05
H 0.285903 5.976121 2.444274 0.16 -0.01 -0.03
H 1.447740 3.909463 2.629134 0.05 0.02 0.06
H -0.270813 3.567493 2.660492 -0.16 0.09 0.11
H -0.638627 4.016842 5.714058 -0.14 0.01 -0.15
H 0.251497 2.589828 6.208326 0.03 -0.02 -0.03
H -1.978117 1.911722 5.757756 0.14 -0.12 0.08
H -0.895563 1.209598 4.530272 0.00 0.01 -0.04
H -1.708883 1.226070 2.556572 0.01 -0.04 0.05
H -2.833836 2.478650 2.012440 -0.05 0.02 0.04
H -3.391425 1.254409 3.173660 0.06 -0.12 -0.08
```
Forces are in eV/Å.

For the highest occupied orbital energy, the calculation gives -10.610 eV. The charge is +1. The LUMO energy comes out at -4.48 eV.

***

[3]
The following is a DFT calculation (the ωB97M-V functional and the def2-TZVPD basis) of C24H53ClHfP2 as an isolated structure.

XYZ file:
```
81
Properties=species:S:1:pos:R:3:forces:R:3
Hf -0.060267 -0.620574 -1.065352 -0.41 0.37 -0.68
Cl 0.284945 0.400016 -3.197213 -0.07 -0.10 -0.41
P -0.490461 -3.199343 -1.068181 -0.30 -1.18 0.15
C 0.606691 -3.969537 -2.390789 -0.05 0.02 0.02
C -0.178007 -3.981217 0.633103 0.04 0.26 -0.29
C -2.261288 -3.355584 -1.669490 0.71 -0.10 -0.02
C 1.904678 -3.148655 -2.535241 0.05 0.11 0.07
H 0.023888 -3.839445 -3.319764 0.08 0.06 0.28
C 0.888097 -5.466342 -2.226159 -0.19 0.05 0.23
H 1.336863 -5.695657 -1.254583 0.06 0.07 -0.13
H 1.568622 -5.805008 -3.009611 0.03 0.05 0.05
H -0.025083 -6.056767 -2.311166 -0.01 0.00 0.04
H 1.705753 -2.111972 -2.840798 0.03 -0.20 0.10
H 2.551214 -3.577110 -3.310463 -0.18 -0.05 0.11
H 2.486919 -3.112406 -1.603989 -0.18 -0.03 -0.24
H -2.178010 -2.858419 -2.649966 0.05 -0.07 0.17
C -3.222142 -2.505323 -0.816897 -0.21 0.45 -0.09
C -2.727800 -4.784136 -1.936799 -0.20 -0.03 -0.10
H -2.214466 -5.212409 -2.801658 -0.02 0.04 0.08
H -3.800071 -4.778812 -2.161149 0.12 -0.06 0.02
H -2.561732 -5.452983 -1.091208 -0.05 0.08 0.11
H -2.726459 -1.783307 -0.142327 -0.09 -0.32 -0.19
H -3.891035 -3.124313 -0.210891 0.19 0.07 -0.04
H -3.844508 -1.892764 -1.487106 0.05 -0.27 0.24
C 1.206934 -3.524955 1.124633 0.29 -0.03 -0.19
H -0.213008 -5.075702 0.530968 -0.02 0.25 -0.07
C -1.212090 -3.501939 1.654356 -0.35 0.03 -0.04
H 1.995909 -3.719043 0.393542 -0.01 -0.09 0.11
H 1.477102 -4.040800 2.054873 -0.15 -0.02 -0.18
H 1.212687 -2.447100 1.339216 -0.08 -0.26 -0.12
H -1.099328 -2.428364 1.845150 0.02 -0.21 -0.14
H -1.073083 -4.014858 2.613492 0.08 -0.03 -0.22
H -2.235562 -3.673246 1.323783 -0.04 -0.15 0.08
H 1.607357 -0.502283 -0.780522 1.97 0.31 0.33
H -1.276710 0.543390 -0.642428 -1.09 0.94 0.08
P 0.652139 4.331839 -0.958464 0.37 0.96 -1.04
C -0.790941 4.264384 -2.189723 0.13 -0.05 0.14
C 0.302145 3.890337 0.783962 -0.58 0.66 0.85
C 2.127015 3.549428 -1.815508 -0.71 -0.07 -0.08
C -1.949365 3.272813 -2.085517 -0.40 -0.24 -0.03
H -0.323883 4.043486 -3.169118 0.13 0.29 0.42
C -1.262032 5.734365 -2.175325 0.38 -0.05 0.37
H -1.617474 6.022442 -1.180178 -0.19 -0.16 -0.06
H -2.018626 5.975624 -2.901851 -0.53 -0.13 -0.40
H -0.411851 6.390127 -2.343895 0.07 0.03 -0.15
H -1.671830 2.266402 -2.431867 0.02 0.37 0.26
H -2.758730 3.624026 -2.743025 0.09 -0.08 0.09
H -2.373006 3.176759 -1.077220 0.13 0.03 -0.53
H 1.699861 3.055969 -2.703881 0.22 0.20 0.18
C 2.953946 2.512008 -1.069057 0.24 -0.65 -0.04
C 2.941683 4.794741 -2.228741 -0.44 0.08 0.21
H 2.449754 5.318268 -3.046518 0.01 -0.02 -0.18
H 3.958540 4.579939 -2.502097 0.55 -0.33 -0.34
H 2.954906 5.526920 -1.414321 0.13 -0.25 0.02
H 2.379837 1.892527 -0.359735 0.28 0.37 -0.34
H 3.803329 2.981189 -0.555548 -0.23 -0.16 0.08
H 3.363293 1.801072 -1.802957 0.10 0.21 0.19
C -1.030352 3.264639 1.170538 -0.66 -0.15 0.43
H 0.267219 4.944174 1.175616 0.01 -0.91 -0.19
C 1.391732 3.185607 1.571609 0.49 0.05 0.34
H -1.880558 3.558583 0.532254 0.52 -0.05 0.52
H -1.258010 3.592315 2.201827 -0.04 -0.06 -0.30
H -0.970070 2.168296 1.220907 -0.08 0.27 -0.37
H 1.276201 2.099129 1.519467 0.14 0.16 -0.15
H 1.262771 3.464776 2.627302 0.09 -0.04 -0.16
H 2.414975 3.457902 1.274995 -0.35 -0.01 0.14
C -1.215609 0.723958 4.204079 -0.30 0.22 0.03
C 0.042799 -0.024230 3.768206 -0.01 -0.04 0.14
C 1.286395 0.698303 4.281005 0.35 0.26 -0.02
C 0.028206 -1.439426 4.350952 -0.02 -0.40 0.09
C 0.069729 -0.124163 2.301237 -0.01 -0.20 -1.59
C 0.063682 -0.239178 1.069608 0.05 -0.04 2.36
H -1.272944 0.795478 5.292442 0.08 -0.04 0.04
H -2.112860 0.202979 3.855174 0.09 0.10 -0.02
H -1.226034 1.742506 3.801081 -0.01 -0.19 0.01
H 1.309249 0.696277 5.373722 -0.10 -0.04 -0.01
H 2.195619 0.201987 3.926143 -0.10 0.10 0.00
H 1.304163 1.741819 3.951971 0.04 -0.22 -0.01
H -0.906585 -1.953927 4.104529 0.16 0.04 0.00
H 0.869169 -2.027705 3.964060 -0.16 0.07 0.03
H 0.115850 -1.417823 5.442456 -0.04 0.13 -0.09
```
Forces are in eV/Å.

For the highest occupied orbital energy, the calculation gives -6.333 eV. The LUMO energy comes out at 0.01 eV.

***

Number 1: E -2368.49180 a.u.. Number 2: E -2208.34211 a.u.. Number 3: E -2137.01301 a.u..